Record 1
{
  "formula": "C6H6F3NO2",
  "method": "ωB97M-V/def2-TZVPD",
  "symbols": ["C", "C", "C", "C", "C", "C", "N", "O", "O", "F", "F", "F", "H", "H", "H", "H", "H", "H"],
  "coordinates": [[-0.87, 2.92, -0.71], [-0.98, 1.88, -0.14], [-0.06, -0.44, 0.53], [1.20, -1.77, -0.88], [-0.88, 0.80, 0.74], [-2.65, -0.34, -0.43], [-1.47, 0.91, 1.96], [0.05, -1.29, 1.40], [0.68, -0.48, -0.62], [-3.44, -0.71, 0.58], [-3.31, 0.56, -1.24], [-2.29, -1.41, -1.18], [-0.54, 3.52, -1.50], [0.77, -2.40, -0.17], [2.33, -1.87, -0.60], [1.25, -1.85, -2.02], [-1.39, 0.28, 2.69], [-1.67, 1.87, 2.14]],
  "fmax_ev_per_a": 4.53,
  "homo_ev": [-8.737, -8.104],
  "de_lowest_ev": 4.601,
  "lumo_ev": [-0.6, -0.4]
}

***

Record 2
{
  "formula": "C3H8O2S2",
  "method": "ωB97M-V/def2-TZVPD",
  "symbols": ["O", "C", "O", "H", "H", "C", "C", "S", "S", "H", "H", "H", "H", "H", "H"],
  "coordinates": [[1.31, -1.92, 0.60], [1.35, -2.33, -0.55], [2.33, -3.22, -1.00], [0.72, -1.95, -1.39], [2.48, -3.07, -1.94], [-1.52, 1.34, 1.80], [-0.72, 1.50, 0.51], [-1.36, 0.53, -0.86], [0.02, 1.09, -2.34], [-1.47, 0.30, 2.16], [-2.59, 1.62, 1.67], [-1.09, 1.99, 2.56], [0.36, 1.34, 0.66], [-0.87, 2.50, 0.07], [1.04, 0.29, -1.95]],
  "fmax_ev_per_a": 2.63,
  "smiles": "CCSS.O=CO",
  "homo_ev": -9.057,
  "de_lowest_ev": 0.957,
  "lumo_ev": 0.2
}

***

Record 3
{
  "formula": "C4H8N2",
  "method": "ωB97M-V/def2-TZVPD",
  "symbols": ["C", "N", "C", "C", "C", "N", "H", "H", "H", "H", "H", "H", "H", "H"],
  "coordinates": [[1.94, 0.04, 0.27], [0.57, -0.43, 0.41], [-0.27, -0.37, -0.59], [-1.71, -0.70, -0.45], [-0.68, 1.89, 0.05], [-0.77, 1.99, 1.21], [2.33, -0.25, -0.71], [2.55, -0.40, 1.06], [1.93, 1.13, 0.36], [0.14, -0.15, 1.29], [0.18, -0.40, -1.58], [-2.27, -0.08, -1.15], [-1.87, -1.76, -0.71], [-2.06, -0.50, 0.56]],
  "fmax_ev_per_a": 1.20,
  "homo_ev": -9.249,
  "de_lowest_ev": 2.496,
  "lumo_ev": -0.2
}

***

Record 4
{
  "formula": "C4H8ClN2O2",
  "method": "ωB97M-V/def2-TZVPD",
  "symbols": ["C", "C", "C", "C", "N", "N", "O", "O", "Cl", "H", "H", "H", "H", "H", "H", "H", "H"],
  "coordinates": [[0.35, -0.19, -1.42], [-0.31, -0.85, 1.11], [-0.43, 1.39, 1.41], [0.84, 0.22, -0.10], [0.67, -1.35, -1.99], [-1.17, 0.14, 1.37], [-0.65, 0.37, -2.04], [0.49, 1.49, 0.29], [2.44, -0.27, 0.28], [-0.56, -1.88, 0.93], [0.49, -1.03, 1.84], [-1.15, 2.29, 1.38], [0.18, 1.40, 2.33], [1.60, -1.58, -1.95], [0.21, -1.48, -2.96], [-0.92, 1.17, -1.53], [-2.07, 0.16, 1.05]],
  "charge": 1,
  "fmax_ev_per_a": 4.07,
  "homo_ev": -13.576,
  "de_lowest_ev": 0.250,
  "lumo_ev": -4.4
}

***

Record 5
{
  "formula": "C4H6BF3",
  "method": "ωB97M-V/def2-TZVPD",
  "symbols": ["C", "C", "B", "C", "C", "F", "F", "F", "H", "H", "H", "H", "H", "H"],
  "coordinates": [[-0.32, 1.94, 1.19], [-0.57, 1.26, -0.13], [0.04, -0.29, -0.30], [0.37, -1.09, 1.12], [0.23, -0.92, -1.81], [-0.82, -1.97, -2.13], [0.01, 0.21, -2.77], [1.58, -1.48, -2.08], [0.77, 2.29, 1.53], [-1.27, 2.08, 1.88], [-1.17, 1.73, -1.02], [0.71, -2.20, 0.96], [-0.67, -1.09, 1.72], [1.12, -0.47, 1.82]],
  "fmax_ev_per_a": 4.66,
  "smiles": "C=CB(C)C(F)(F)F",
  "homo_ev": -8.808,
  "lumo_ev": -1.7
}